DFT (ωB97M-V/def2-TZVPD) results for the molecule C18H22O8 at a distorted geometry.

Values from the calculation:
ΔE to the lowest compared entry with this formula, charge and spin in kcal per mole: 0.00
LUMO energy in eV: 0.27
Orbital gap in Eh: 0.320
SMILES string: CCc1cc(=O)oc2c(C)c(O[C@@H]3O[C@H](CO)[C@@H](O)[C@H](O)[C@H]3O)ccc12
Max |F| in eV/Å: 1.0

The geometry in ORCA input format:
```
! wB97M-V def2-TZVPD RIJCOSX def2/J DEFGRID3
* xyz 0 1
C -3.503 -3.314 1.691
C -3.946 -2.988 0.263
C -3.932 -1.506 0.033
C -5.075 -0.789 0.114
C -5.115 0.649 -0.048
O -6.107 1.333 0.021
O -3.922 1.269 -0.294
C -2.755 0.590 -0.386
C -1.606 1.349 -0.630
C -1.668 2.836 -0.766
C -0.382 0.688 -0.738
O 0.696 1.484 -1.036
C 1.956 1.182 -0.557
O 2.471 0.036 -1.207
C 3.822 -0.228 -0.903
C 4.217 -1.440 -1.752
O 5.596 -1.692 -1.582
C 4.002 -0.491 0.601
O 5.350 -0.635 0.969
C 3.441 0.696 1.394
O 3.441 0.437 2.776
C 2.002 1.003 0.973
O 1.541 2.186 1.563
C -0.312 -0.699 -0.602
C -1.449 -1.429 -0.349
C -2.697 -0.807 -0.231
H -4.180 -2.853 2.406
H -2.500 -2.939 1.882
H -3.511 -4.389 1.851
H -4.959 -3.362 0.111
H -3.291 -3.488 -0.452
H -6.027 -1.258 0.309
H -0.852 3.283 -0.202
H -1.544 3.120 -1.810
H -2.622 3.211 -0.409
H 2.565 2.064 -0.818
H 4.455 0.630 -1.183
H 3.620 -2.305 -1.436
H 3.977 -1.214 -2.797
H 5.866 -2.391 -2.188
H 3.431 -1.397 0.873
H 5.805 -1.119 0.264
H 4.069 1.578 1.179
H 4.315 0.093 3.000
H 1.362 0.154 1.260
H 1.740 2.129 2.507
H 0.639 -1.192 -0.718
H -1.371 -2.499 -0.251
*
```

Table of natural (NBO) atomic charges, one value per atom, all in e: C -0.595; C -0.437; C 0.113; C -0.345; C 0.740; O -0.569; O -0.476; C 0.409; C -0.093; C -0.639; C 0.325; O -0.483; C 0.386; O -0.536; C 0.058; C -0.068; O -0.743; C 0.053; O -0.739; C 0.065; O -0.724; C 0.029; O -0.709; C -0.301; C -0.162; C -0.193; H 0.213; H 0.208; H 0.213; H 0.218; H 0.213; H 0.229; H 0.237; H 0.224; H 0.237; H 0.171; H 0.180; H 0.167; H 0.183; H 0.489; H 0.164; H 0.504; H 0.171; H 0.490; H 0.183; H 0.488; H 0.238; H 0.213